17
Properties=species:S:1:pos:R:3:forces:R:3 method="wB97M-V/def2-TZVPD" e_homo_ev=-8.077 e_above_lowest_ev=1.193 orbital_gap_ev=8.4
C 1.903214 0.035004 -0.223939 0.7 -1.3 -0.3
C -0.068823 -1.869857 -0.885793 0.5 0.6 1.2
C -0.581193 -0.732749 -1.391156 -0.4 0.7 1.3
C 0.503402 -1.830734 0.459918 0.2 1.4 -2.7
C -0.804678 0.478887 -0.627295 0.2 1.5 -1.4
C -0.196778 1.257841 0.326992 0.5 0.6 1.9
C 1.198688 -0.718858 0.771372 0.6 -1.8 0.2
N 2.470134 0.471463 -1.119020 0.3 0.5 -0.1
N -1.024827 2.073566 1.046804 0.3 2.2 1.6
F -1.996199 1.147368 -1.017136 0.4 -1.2 0.0
F 1.626312 -0.485624 2.022755 0.0 0.2 0.3
H -0.252051 -2.734775 -1.479151 0.2 -0.9 0.1
H -1.113663 -0.878026 -2.302510 -0.4 0.6 -0.6
H 0.182045 -2.533188 1.143431 -0.2 -1.4 1.6
H 0.874990 1.325269 0.777613 -2.6 0.1 -1.4
H -1.994684 2.130518 0.814139 -0.2 -0.1 -0.2
H -0.725889 2.863897 1.682975 0.0 -1.7 -1.5